69
Properties=species:S:1:pos:R:3:forces:R:3:lowdin_charge:R:1 method="wB97M-V/def2-TZVPD" de_lowest_kj_mol=84.7 charge=+3 multiplicity=6 s2=8.789 gap_ev="8.84 / 6.16"
Ir 0.341078 1.722331 1.061085 -0.093 -0.040 -0.013 0.46
S 1.267466 -5.985098 -0.289854 0.001 -0.152 -0.065 0.95
S 2.700167 2.094108 1.361038 0.079 0.018 0.008 0.83
S 0.080853 2.442879 3.364788 0.032 -0.013 0.031 0.83
S -3.559899 2.705042 0.177028 0.033 0.006 0.017 0.86
S -0.202462 -0.450251 0.561512 -0.054 0.198 0.063 0.62
S 0.085410 3.995580 0.373014 -0.009 -0.039 0.009 0.78
N 0.308371 -8.261662 -1.265240 -0.008 -0.009 0.020 -0.18
N -2.926318 -0.562464 0.911658 -0.023 -0.035 -0.021 -0.01
N -1.815257 -0.814337 2.773411 -0.001 0.039 -0.003 -0.11
N 2.540387 -8.276350 -0.601785 0.005 0.011 -0.012 -0.18
N -2.519630 2.659244 -2.318761 0.010 -0.007 0.004 -0.10
N -2.766367 0.655339 -1.413889 0.004 0.033 0.014 0.00
C -0.144125 4.261653 3.200042 -0.006 -0.012 -0.015 -0.43
C 1.815003 4.573761 0.377182 0.006 0.026 -0.014 -0.45
C 2.777382 3.923121 1.364022 -0.007 -0.011 -0.004 -0.44
C -0.691396 4.705865 1.853671 0.001 0.005 -0.003 -0.47
C -1.701829 -0.593777 1.443447 -0.002 -0.076 -0.016 -0.67
C 1.784038 2.346413 4.043537 -0.004 0.011 0.009 -0.44
C 3.826932 -7.575636 -0.529202 -0.005 0.002 0.023 -0.05
C 1.376839 -7.651989 -0.770848 0.037 -0.024 0.014 -0.69
C -2.621164 4.101794 -2.530895 -0.014 0.002 0.006 0.01
C -3.147538 -0.922223 3.081861 -0.006 -0.012 -0.008 0.00
C -2.944704 1.997349 -1.179381 -0.010 0.034 0.002 -0.75
C 2.611553 -9.704660 -0.263593 0.002 -0.010 -0.011 -0.01
C -1.046211 -7.723755 -1.109846 -0.009 0.000 0.005 -0.05
C -3.830858 -0.764649 1.920822 -0.016 0.117 0.027 -0.02
C 0.421786 -9.391505 -2.198769 0.005 0.004 -0.019 0.00
C -2.238866 0.503821 -2.630119 -0.014 0.011 -0.028 0.01
C -2.084529 1.760296 -3.209792 -0.008 -0.012 0.000 0.04
C -0.740051 -1.007000 3.735954 0.008 -0.014 0.002 -0.02
C 2.824959 1.704547 3.129574 -0.002 -0.002 -0.009 -0.47
B -3.390260 -0.541319 -0.590981 0.005 -0.038 0.005 -0.40
H -4.574142 -0.370933 -0.576235 -0.009 -0.062 -0.005 0.09
H -1.298431 -7.062201 -1.939693 0.000 -0.004 -0.004 0.11
H -1.740632 -8.560773 -1.107287 0.002 -0.003 0.007 0.11
H -2.219388 4.330905 -3.513352 0.005 0.002 0.003 0.11
H -3.664828 4.402380 -2.480430 0.001 -0.003 0.000 0.11
H -0.710756 -2.047859 4.052502 -0.002 0.001 0.001 0.11
H -1.736384 4.416120 1.734574 -0.015 0.008 0.001 0.05
H 0.813307 4.729638 3.413252 -0.004 0.007 0.005 0.08
H 2.747074 0.617169 3.145458 0.003 0.000 0.004 0.08
H -1.717970 2.034498 -4.184862 -0.002 -0.004 -0.001 0.15
H 0.153066 -10.332388 -1.720828 -0.005 0.002 0.002 0.11
H -1.139410 -7.192746 -0.166407 0.005 0.004 -0.003 0.07
H -2.057767 4.626072 -1.763987 0.007 -0.001 0.003 0.07
H 4.564452 -8.177639 -1.056990 0.001 -0.002 0.004 0.11
H 3.269925 -9.806885 0.597875 0.005 0.001 -0.005 0.11
H 1.431078 -9.451103 -2.594532 0.000 -0.001 0.006 0.10
H 1.629437 -10.080278 0.004106 -0.002 0.004 0.005 0.10
H -0.913465 -0.371894 4.602291 0.003 0.007 -0.005 0.10
H 3.021526 -10.285682 -1.088880 -0.007 -0.001 -0.003 0.11
H 3.760104 -6.603504 -1.008347 0.001 -0.002 -0.006 0.07
H 3.796075 4.200517 1.093551 0.000 0.005 0.002 0.10
H 3.826416 1.961908 3.477418 -0.002 0.013 -0.003 0.11
H 2.066050 3.356837 4.332749 0.002 -0.002 0.002 0.08
H 0.205315 -0.752284 3.265744 0.000 -0.001 0.000 0.05
H 1.806615 5.654337 0.528182 -0.004 0.001 -0.014 0.11
H 2.138541 4.397247 -0.649478 0.001 -0.009 0.000 0.09
H 1.718918 1.769100 4.965066 -0.004 -0.006 -0.004 0.09
H -2.028401 -0.466354 -3.045735 0.009 -0.004 0.004 0.14
H -4.888901 -0.772121 1.728695 0.004 -0.003 0.001 0.14
H -0.265017 -9.207932 -3.022931 0.003 0.005 -0.002 0.11
H -0.838254 4.563631 3.983515 -0.006 -0.006 -0.003 0.10
H 4.145230 -7.460596 0.507148 -0.003 0.005 0.001 0.11
H 2.603693 4.265089 2.380694 -0.007 -0.001 0.002 0.07
H -0.644858 5.793391 1.778991 0.014 0.001 -0.002 0.11
H -3.488684 -1.105609 4.085769 0.001 -0.001 0.000 0.14
H -3.043523 -1.552580 -1.137157 0.069 0.038 -0.009 0.09